one | # C5H14O3

A cluster of 2 separate species, C5H14O3 in total (ωB97M-V/def2-TZVPD, the Open Molecules 2025 dataset).

Geometry as XYZ:
```
22
Properties=species:S:1:pos:R:3
O 2.07848 0.24333 -2.53456
C 2.66865 0.00785 -1.26388
C 2.01018 1.00493 -0.41232
C 0.85303 0.25129 0.29198
C -0.31565 1.14718 0.87208
C -1.32252 0.07591 1.27776
O -2.20887 -0.39394 0.33404
H 1.14873 -0.09633 -2.61567
H 2.54554 -1.08340 -0.75765
H 3.79490 0.25453 -1.48952
H 1.67740 2.00005 -0.79520
H 2.57131 1.50199 0.32277
H 1.33616 -0.33571 1.11071
H 0.39525 -0.45576 -0.42466
H 0.04628 1.70085 1.75665
H -0.62424 1.94277 0.14626
H -1.86452 0.61900 2.13775
H -0.82544 -0.88021 1.59622
H -2.51555 0.38857 -0.06243
O -4.17630 -2.63869 0.30403
H -3.70471 -3.41006 -0.14760
H -3.56812 -1.84415 0.35324
```

Results
HOMO-LUMO gap = 10.649 eV
highest occupied orbital energy = -10.001 eV
net charge = 0
SMILES = OCCCCCO.O

---

two | # C5H14O3

A cluster of 3 separate species, C5H14O3 in total (ωB97M-V/def2-TZVPD, the Open Molecules 2025 dataset).

Geometry as XYZ:
```
22
Properties=species:S:1:pos:R:3
C -0.91599 0.49471 1.10744
C -0.16403 -0.25073 0.03622
C -0.35981 0.25353 -1.36969
O -0.00739 -1.56153 0.17115
H -1.98041 0.36514 0.89803
H -0.70460 0.07214 2.08750
H -0.68918 1.56106 1.09553
H -0.32281 1.33782 -1.44775
H 0.35349 -0.20913 -2.04889
H -1.35646 -0.08930 -1.65559
C 1.89732 0.29538 0.57109
C 2.25750 1.49011 -0.29013
H 2.70449 -0.45416 0.52606
H 1.74902 0.55624 1.61618
H 1.20171 -0.76255 0.32729
H 1.48786 2.25940 -0.23477
H 3.18776 1.94796 0.05534
H 2.38507 1.21045 -1.33547
O -2.49412 -2.53303 0.58403
O -3.06738 -1.54363 -0.30965
H -1.53092 -2.33761 0.47746
H -3.63112 -2.10226 -0.86139
```

Results
HOMO-LUMO gap = 9.873 eV
highest occupied orbital energy = -9.140 eV
net charge = 0
SMILES = CC(C)=O.CC.OO

---

Quick one: least stable of them? two

---

one | # C5H14O3

A cluster of 4 separate species, C5H14O3 in total (ωB97M-V/def2-TZVPD, the Open Molecules 2025 dataset).

Geometry as XYZ:
```
22
Properties=species:S:1:pos:R:3
C -1.00056 -0.98351 -2.04182
C -0.71751 0.06517 -1.26587
C 0.15964 -0.11232 -0.08521
C 1.14369 0.80332 -0.01107
C -0.12584 -1.15755 0.95377
H -0.42251 -1.89267 -1.92812
H -1.68414 -0.90994 -2.87586
H -1.19190 1.01515 -1.47393
H 1.93534 0.84131 0.72928
H 1.07092 1.65668 -0.67286
H -1.20628 -1.10133 1.09814
H 0.40267 -0.91283 1.86884
H 0.13604 -2.16174 0.63517
O 2.76345 2.10202 -2.99421
H 2.89825 1.16177 -3.15505
H 2.22897 2.38756 -3.71432
O 4.10685 0.84673 4.74698
H 4.18406 1.73782 5.01704
H 3.63773 0.36246 5.40854
O -6.40063 -1.58270 0.06019
H -6.52238 -1.50846 -0.89587
H -6.33627 -2.54600 0.19123
```

Results
HOMO-LUMO gap = 9.507 eV
highest occupied orbital energy = -8.701 eV
net charge = 0
SMILES = C=CC(=C)C.O.O.O

---

two | # C5H14O3

A cluster of 4 separate species, C5H14O3 in total (ωB97M-V/def2-TZVPD, the Open Molecules 2025 dataset).

Geometry as XYZ:
```
22
Properties=species:S:1:pos:R:3
C -1.97120 -1.22153 0.87097
C -2.11043 -0.98022 -0.43200
C -1.09400 -0.33871 -1.26923
C -0.88507 0.97532 -1.39849
C -0.18539 1.47351 -2.62377
H -2.74367 -1.40146 1.60835
H -0.97000 -1.28650 1.29233
H -3.05507 -1.19262 -0.93226
H -0.53477 -0.94668 -1.97638
H -1.30100 1.78491 -0.80926
H 0.29815 2.45310 -2.52692
H -0.91960 1.64919 -3.41974
H 0.59826 0.80938 -2.99875
O -1.12250 5.10232 2.44571
H -1.30825 5.66133 1.70060
H -0.72735 4.31479 2.07862
O 4.77300 -2.46056 4.09559
H 5.10868 -3.28113 3.82574
H 5.32088 -1.72516 4.35134
O 0.98394 -2.86271 -1.56428
H 0.76159 -3.76734 -1.68173
H 1.08379 -2.75921 -0.63643
```

Results
HOMO-LUMO gap = 9.858 eV
highest occupied orbital energy = -9.150 eV
net charge = 0
SMILES = C=C/C=C/C.O.O.O

---

three | # C5H14O3

A cluster of 4 separate species, C5H14O3 in total (ωB97M-V/def2-TZVPD, the Open Molecules 2025 dataset).

Geometry as XYZ:
```
22
Properties=species:S:1:pos:R:3
C 1.51102 -1.27128 -0.79013
C 1.19815 -0.21562 -0.04953
C -0.17070 0.00934 0.48959
C -0.45803 -0.20624 1.76619
C -1.22406 0.48798 -0.47909
H 0.76775 -2.03632 -0.97711
H 2.53723 -1.43533 -1.07302
H 1.96741 0.48231 0.26918
H -1.45901 -0.12226 2.17715
H 0.27686 -0.53925 2.49402
H -0.76214 0.89189 -1.38241
H -1.89296 1.25704 -0.09050
H -1.86219 -0.33060 -0.83293
O -1.53708 -3.06420 0.72046
H -0.68175 -2.91923 1.13936
H -1.75009 -2.17350 0.39766
O -0.02216 2.88686 2.61524
H 0.65782 3.24920 2.03525
H 0.47215 2.34901 3.24230
O 1.03473 0.82376 -3.59315
H 0.54275 1.63594 -3.73847
H 0.85429 0.24051 -4.34004
```

Results
HOMO-LUMO gap = 9.854 eV
highest occupied orbital energy = -9.268 eV
net charge = 0
SMILES = C=CC(=C)C.O.O.O

---

four | # C5H14O3

A cluster of 4 separate species, C5H14O3 in total (ωB97M-V/def2-TZVPD, the Open Molecules 2025 dataset).

Geometry as XYZ:
```
22
Properties=species:S:1:pos:R:3
C 0.28242 3.35011 -0.59154
C 1.14888 2.49362 0.03273
C 1.34841 1.05497 -0.24070
C 0.49263 0.09897 0.16913
C 1.01647 -1.23169 0.37646
H 0.06166 4.34461 -0.27963
H -0.55528 2.72406 -1.00249
H 1.93618 2.91200 0.82559
H 2.17177 0.56537 -0.81138
H -0.54636 0.33368 0.55933
H 1.58753 -1.31538 1.30161
H 1.74595 -1.74101 -0.24346
H 0.23775 -2.09595 0.54250
O 0.08826 -2.69553 3.04843
H 0.09350 -1.87383 3.15098
H -0.77360 -3.03467 3.05857
O -2.86423 -0.49630 0.78643
H -2.48743 -0.92791 -0.03617
H -3.19020 -1.31398 1.21905
O -0.48399 -0.85194 -3.72144
H -0.24982 0.09754 -3.36297
H 0.31523 -0.92033 -4.30535
```

Results
HOMO-LUMO gap = 9.461 eV
highest occupied orbital energy = -8.993 eV
net charge = 0
SMILES = C=C/C=C/C.O.O.O

---

Quick one: least stable of them? four

---

one | # C5H7NO2

The molecule C5H7NO2 (ωB97M-V/def2-TZVPD, the Open Molecules 2025 dataset).

Geometry as XYZ:
```
15
Properties=species:S:1:pos:R:3
N -1.99453 -0.24658 -0.03069
C -0.67334 -0.38508 -0.59822
C 0.34477 -1.32326 0.01283
O 1.57088 -0.91035 -0.57138
C 1.47306 0.51714 -0.24295
C 0.56718 0.57242 1.02339
O 0.29947 -0.82957 1.34538
C 0.10715 0.83325 -0.35669
H -1.98507 -0.00717 1.00823
H -2.36515 0.64892 -0.48008
H -0.69696 -0.64537 -1.67779
H 0.16186 -2.31599 -0.15969
H 2.42397 1.03360 -0.37853
H 0.75486 1.17438 1.83041
H 0.01185 1.88365 -0.72421
```

Results
HOMO-LUMO gap = 10.049 eV
highest occupied orbital energy = -9.136 eV
net charge = 0
SMILES = N[C@@H]1[C@H]2O[C@@H]3[C@H](O2)[C@H]13

---

two | # C5H7NO2

The molecule C5H7NO2 (ωB97M-V/def2-TZVPD, the Open Molecules 2025 dataset).

Geometry as XYZ:
```
15
Properties=species:S:1:pos:R:3
C -1.30542 1.78540 -1.01076
C -0.25892 1.45024 0.01804
O 0.04620 2.12249 0.95907
O 0.52580 0.37686 -0.43798
C 0.71481 -0.69826 0.39375
C 1.22367 -1.89444 -0.35567
C -0.28234 -0.67800 1.66383
N 0.97678 -0.57994 1.80117
H -1.82403 2.69027 -0.69204
H -0.81382 1.99942 -1.96435
H -2.01247 0.97539 -1.12373
H 0.41922 -2.32871 -0.95108
H 2.02332 -1.58592 -1.03292
H 1.58715 -2.64127 0.34325
H -1.01996 -0.99351 2.38941
```

Results
HOMO-LUMO gap = 9.722 eV
highest occupied orbital energy = -8.955 eV
net charge = 0
SMILES = CC(=O)O[C@]1(C)C=N1

---

three | # C5H7NO2

The molecule C5H7NO2 (ωB97M-V/def2-TZVPD, the Open Molecules 2025 dataset).

Geometry as XYZ:
```
15
Properties=species:S:1:pos:R:3
H -3.59425 1.11901 0.31415
N -2.92780 0.36955 0.14421
C -1.71818 0.70781 0.21442
C -0.73802 -0.46365 -0.53275
C -1.06470 -1.72369 -0.35982
C 0.35975 0.48673 -0.16062
O 0.55667 1.53923 -0.75250
O 1.33458 -0.18857 0.51103
C 2.67633 0.15086 0.18442
H -1.46721 1.71706 0.56119
H -0.32968 -2.48443 -0.15246
H -2.13295 -1.91617 -0.30279
H 2.75354 1.22411 -0.00008
H 2.99976 -0.40028 -0.70300
H 3.29217 -0.13756 1.03462
```

Results
HOMO-LUMO gap = 9.093 eV
highest occupied orbital energy = -9.388 eV
net charge = 0
SMILES = [H]/N=C/C(=C)C(=O)OC

---

Quick one: least stable of them? three